1.
60
Properties=species:S:1:pos:R:3 method="wB97M-V/def2-TZVPD" fmax_ev_per_a=19.15 gap_ev=7.40 e_lumo_ev=-0.314 homo_energy_ha=-0.28330 de_lowest_kj_mol=1864.38
C -6.43731 -2.42461 -0.39785
N -5.02136 -2.01821 -0.08691
C -3.87030 -2.63480 -0.25338
C -2.88540 -2.04944 0.20273
C -1.55357 -2.66221 -0.02831
C -0.53864 -1.83752 -0.11649
N -0.77994 -0.51510 -0.27871
C 0.02264 0.75781 -0.64162
O 1.21002 0.84658 -0.53189
C -0.74627 1.93705 -0.62263
C -2.03776 2.34185 -1.29760
C -2.78052 3.43544 -1.36938
C -2.17056 4.21449 -0.63092
C -0.97394 4.35540 0.20145
C -0.31209 3.05896 -0.02047
H 0.56601 2.92399 0.75349
H -0.56672 4.93032 0.79055
H -2.78568 5.26696 -0.39798
H -3.49312 3.54282 -1.88376
Cl -2.66512 0.93863 -2.21232
H -1.73571 -0.23026 -0.62273
C 0.69454 -2.40432 -0.10285
O 0.79519 -3.60781 -0.23131
N 1.87716 -1.72859 -0.10440
H 1.89470 -0.58847 -0.53276
C 3.31644 -2.39129 -0.41126
H 3.08458 -3.54583 -0.92751
C 4.26894 -1.37343 -1.18649
N 5.01385 -0.82351 -0.14289
C 4.41075 0.16964 0.59995
C 5.36359 1.00096 1.43717
H 4.82123 1.66015 1.91670
O 6.45348 1.53897 0.82307
C 7.08594 0.41633 0.00730
C 6.14331 -0.20337 -0.96847
H 6.77715 -0.68852 -1.49390
H 5.82196 0.62626 -1.85359
H 7.90413 1.10075 -0.22154
H 7.52952 -0.17791 0.70317
H 5.62954 0.26924 2.28756
H 3.68104 -0.36003 1.27491
H 3.76611 1.04027 0.12111
H 3.58542 -0.91203 -1.81444
H 4.83549 -2.31642 -1.72690
H 3.53580 -2.58594 0.51737
H -1.26675 -3.61473 0.20686
C -3.38659 -0.88729 0.78042
C -2.79911 0.16684 1.46415
C -3.73170 1.44984 1.66665
C -5.25414 1.40043 1.52240
C -5.67120 0.29408 0.80619
C -4.84226 -0.76844 0.45053
H -6.57025 0.27335 0.55654
H -5.67189 2.09248 1.85116
H -3.23085 2.14461 2.40262
H -1.84512 0.43293 1.91137
H -4.06521 -3.76023 -0.74799
H -7.24457 -2.42854 0.43006
H -6.86457 -1.64871 -1.21560
H -6.29034 -3.43989 -0.61065

2.
13
Properties=species:S:1:pos:R:3 method="wB97M-V/def2-TZVPD" fmax_ev_per_a=4.38 gap_ev=11.26 charge=+1 e_lumo_ev=-3.795 homo_energy_ha=-0.55339 de_lowest_kj_mol=98.78
C -0.43423 -0.22318 0.36706
C 0.30640 -0.13481 -0.54533
C 1.91277 0.87258 3.63813
C 1.11961 -0.26320 -1.71367
N -1.19562 -0.02104 1.48019
O 0.80719 0.72166 3.31651
O 2.99528 0.99454 3.95870
H 0.71635 0.20122 -2.49005
H 0.99154 -1.30824 -1.85104
H 2.15759 -0.08051 -1.57061
H -2.01748 0.54630 1.32848
H -0.59210 0.41309 2.18582
H -1.58927 -0.94288 1.79418

3.
17
Properties=species:S:1:pos:R:3 method="wB97M-V/def2-TZVPD" fmax_ev_per_a=3.44 gap_ev=7.92 charge=+1 e_lumo_ev=-4.159 homo_energy_ha=-0.44384 de_lowest_kj_mol=98.91
C -2.54239 1.05316 0.08544
O -1.31478 0.40640 -0.26409
C -1.31870 -0.98692 -0.13359
C -0.09838 -1.62867 -0.30770
O 0.87402 -0.80806 -0.70225
C 2.18501 -0.61412 0.02811
C 2.38593 0.87682 0.11367
Ca 0.51763 1.29712 -0.83500
H -2.32504 2.12233 0.16745
H -3.28913 0.88201 -0.69919
H -2.89594 0.66695 1.04913
H -2.23570 -1.47682 -0.47322
H 2.91176 -1.14441 -0.59777
H 2.06133 -1.13126 0.98732
H 3.27975 1.20661 -0.43141
H 2.45085 1.22195 1.15467
H -0.64625 -1.94309 0.85843

Copy entry 3 word for word.
17
Properties=species:S:1:pos:R:3 method="wB97M-V/def2-TZVPD" fmax_ev_per_a=3.44 gap_ev=7.92 charge=+1 e_lumo_ev=-4.159 homo_energy_ha=-0.44384 de_lowest_kj_mol=98.91
C -2.54239 1.05316 0.08544
O -1.31478 0.40640 -0.26409
C -1.31870 -0.98692 -0.13359
C -0.09838 -1.62867 -0.30770
O 0.87402 -0.80806 -0.70225
C 2.18501 -0.61412 0.02811
C 2.38593 0.87682 0.11367
Ca 0.51763 1.29712 -0.83500
H -2.32504 2.12233 0.16745
H -3.28913 0.88201 -0.69919
H -2.89594 0.66695 1.04913
H -2.23570 -1.47682 -0.47322
H 2.91176 -1.14441 -0.59777
H 2.06133 -1.13126 0.98732
H 3.27975 1.20661 -0.43141
H 2.45085 1.22195 1.15467
H -0.64625 -1.94309 0.85843